C11H15N | the ωB97M-V functional and the def2-TZVPD basis

Geometry as ORCA input:
```
! wB97M-V def2-TZVPD RIJCOSX def2/J DEFGRID3
* xyz 0 1
C -2.92 -1.30 -0.35
C -1.71 -0.47 0.12
C -0.54 -1.55 0.13
C 0.69 -0.84 0.16
C 1.78 -1.76 0.35
C 3.00 -1.13 -0.07
C 3.26 0.16 -0.36
C 2.13 1.05 -0.32
C 0.86 0.55 -0.31
C -0.17 1.55 -0.35
C -0.36 2.50 0.73
H -3.08 -1.86 -1.34
H -2.99 -2.11 0.37
H -3.84 -0.62 -0.01
H -2.03 -0.13 1.23
H -0.84 -2.00 1.08
H -0.34 -2.31 -0.77
H 1.79 -2.85 0.43
H 3.85 -1.87 -0.18
H 4.32 0.60 -0.29
H 2.38 2.04 -0.48
H -0.13 2.03 -1.40
H -1.05 3.43 0.39
H 0.66 2.89 1.10
H -1.11 1.87 1.52
H -2.18 1.32 -0.70
N -1.43 0.81 -0.70
*
```

Values from the calculation:
Calculated total energy, eV: -13135.96980
Molar mass, g/mol: 161.25
Energy relative to the best compared isomer or geometry (same formula, charge and spin), kcal per mole: 111.19
SMILES: C[C@@H]1N[C@@H](C)Cc2ccccc21

***

C11H15N | the ωB97M-V functional and the def2-TZVPD basis

Geometry as ORCA input:
```
! wB97M-V def2-TZVPD RIJCOSX def2/J DEFGRID3
* xyz 0 1
C -0.94 1.77 1.24
C 0.34 2.68 1.11
H -1.87 2.43 0.84
H -0.49 0.91 0.55
H -0.99 1.40 2.33
H 1.13 2.43 1.86
H 0.18 3.80 1.27
H 0.88 2.60 0.07
C -1.52 -2.85 0.54
C 1.26 -0.62 -0.50
C -0.09 -1.03 -0.60
C -0.27 -2.01 0.37
C 0.91 -2.23 1.16
C 1.72 0.45 -1.36
C 0.84 0.99 -2.26
C -1.00 -0.44 -1.41
C -0.49 0.59 -2.25
N 1.81 -1.27 0.58
H 2.78 -1.04 0.71
H 2.61 1.00 -1.04
H 0.88 -2.61 2.15
H 1.09 1.92 -2.79
H -2.05 -0.69 -1.29
H -1.31 -3.93 0.25
H -2.41 -2.62 -0.13
H -1.07 1.15 -2.97
H -1.95 -2.80 1.56
*
```

Values from the calculation:
Calculated total energy, eV: -13138.29033
Molar mass, g/mol: 161.25
Energy relative to the best compared isomer or geometry (same formula, charge and spin), kcal per mole: 57.67
SMILES: Cc1c[nH]c2ccccc12.CC

***

C11H15N | the ωB97M-V functional and the def2-TZVPD basis

Geometry as ORCA input:
```
! wB97M-V def2-TZVPD RIJCOSX def2/J DEFGRID3
* xyz 0 1
C -1.61 -2.32 -0.65
C 0.86 -0.32 1.33
C -0.44 -0.46 0.80
C -0.45 -1.69 0.04
C 0.78 -2.24 0.16
C 1.23 0.85 2.05
C 0.21 1.70 2.43
C -1.33 0.59 1.02
C -1.03 1.69 1.81
N 1.56 -1.46 1.03
H 2.48 -1.66 1.38
H 2.22 0.99 2.46
H 1.35 -3.06 -0.21
H 0.47 2.51 3.12
H -2.35 0.55 0.61
H -2.39 -2.78 -0.04
H -1.33 -3.12 -1.34
H -1.62 2.58 1.76
H -2.09 -1.52 -1.28
C 0.64 1.67 -1.54
C 0.22 0.57 -2.55
H 1.00 1.29 -0.59
H 1.34 2.34 -2.02
H -0.23 2.30 -1.35
H 1.16 0.08 -2.82
H -0.53 -0.07 -2.13
H -0.11 0.99 -3.48
*
```

Values from the calculation:
Calculated total energy, eV: -13139.98225
Molar mass, g/mol: 161.25
Energy relative to the best compared isomer or geometry (same formula, charge and spin), kcal per mole: 18.66
SMILES: Cc1c[nH]c2ccccc12.CC

***

C11H15N | the ωB97M-V functional and the def2-TZVPD basis

Geometry as ORCA input:
```
! wB97M-V def2-TZVPD RIJCOSX def2/J DEFGRID3
* xyz 0 1
C -3.25 -1.54 1.98
C 0.21 -0.28 1.17
C -1.18 -0.03 1.26
C -1.81 -1.22 1.70
C -0.78 -2.11 1.94
C 0.65 1.99 0.57
C 1.12 0.73 0.81
C -0.76 2.22 0.65
C -1.68 1.28 0.99
N 0.42 -1.56 1.59
H 1.29 2.81 0.27
H 2.19 0.59 0.85
H -1.02 3.27 0.53
H -2.71 1.57 0.99
H 1.28 -1.99 1.81
H -0.98 -3.07 2.39
H -3.58 -2.50 1.61
H -3.86 -0.75 1.55
H -3.45 -1.51 3.05
C 2.78 -0.19 -2.97
C 1.72 0.77 -3.48
H 3.70 0.18 -2.52
H 2.35 -0.86 -2.23
H 3.13 -0.82 -3.79
H 1.28 1.38 -2.69
H 0.83 0.21 -3.79
H 2.11 1.44 -4.24
*
```

Values from the calculation:
Calculated total energy, eV: -13140.29196
Molar mass, g/mol: 161.25
Energy relative to the best compared isomer or geometry (same formula, charge and spin), kcal per mole: 11.51
SMILES: Cc1c[nH]c2ccccc12.CC

***

C11H15N | the ωB97M-V functional and the def2-TZVPD basis

Geometry as ORCA input:
```
! wB97M-V def2-TZVPD RIJCOSX def2/J DEFGRID3
* xyz 0 1
C 0.73 -2.22 -0.68
C 0.85 0.34 -0.99
C 0.72 -1.00 -1.52
C 0.72 1.24 -2.05
C 0.44 -0.84 -2.83
C 1.31 2.17 0.45
C 0.91 3.08 -0.58
C 1.21 0.82 0.28
C 0.66 2.63 -1.85
N 0.38 0.50 -3.15
H 1.49 2.65 1.40
H 0.61 4.06 -0.23
H 1.43 0.16 1.12
H 0.26 3.27 -2.62
H 0.09 -3.02 -1.05
H 0.39 -2.06 0.35
H 0.20 -1.53 -3.62
H 0.31 0.93 -4.06
H 1.74 -2.62 -0.53
C -1.96 -1.67 3.22
C -1.67 -0.48 2.32
H -2.11 -1.41 4.27
H -2.87 -2.21 2.96
H -1.10 -2.35 3.18
H -2.53 0.10 1.99
H -1.04 0.23 2.85
H -1.18 -0.77 1.38
*
```

Values from the calculation:
Calculated total energy, eV: -13140.26548
Molar mass, g/mol: 161.25
Energy relative to the best compared isomer or geometry (same formula, charge and spin), kcal per mole: 12.12
SMILES: Cc1c[nH]c2ccccc12.CC

***

C11H15N | the ωB97M-V functional and the def2-TZVPD basis

Geometry as ORCA input:
```
! wB97M-V def2-TZVPD RIJCOSX def2/J DEFGRID3
* xyz 0 1
C -2.36 -2.48 -0.78
C -1.55 -3.50 -0.02
H -2.59 -1.46 -0.23
H -1.90 -2.02 -1.62
H -3.36 -2.92 -1.03
H -1.94 -3.54 1.00
H -0.51 -3.29 -0.10
H -1.94 -4.42 -0.37
C 2.64 0.94 -2.00
C 0.91 0.97 0.05
C 1.72 1.62 -0.91
C 0.31 2.08 0.82
C 1.63 2.97 -0.76
C -0.34 -0.56 1.50
C -0.90 0.51 2.19
C 0.59 -0.39 0.49
C -0.55 1.82 1.89
N 0.78 3.28 0.32
H -0.53 -1.56 1.76
H -1.62 0.19 3.00
H 1.02 -1.27 -0.09
H -0.79 2.72 2.54
H 3.52 1.47 -2.40
H 2.00 0.89 -2.88
H 1.98 3.85 -1.40
H 0.93 4.13 0.74
H 2.84 -0.02 -1.72
*
```

Values from the calculation:
Calculated total energy, eV: -13139.03049
Molar mass, g/mol: 161.25
Energy relative to the best compared isomer or geometry (same formula, charge and spin), kcal per mole: 40.60
SMILES: Cc1c[nH]c2ccccc12.CC